Entry 1:
Below is a single C2H2O4 molecule in a non-equilibrium geometry, with properties calculated with ωB97M-V/def2-TZVPD.

```
! wB97M-V def2-TZVPD RIJCOSX def2/J DEFGRID3
* xyz 0 1
O -1.196 -0.695 0.929
C -0.253 0.052 0.712
O 0.476 0.794 1.629
C 0.108 0.155 -0.783
O 1.033 0.787 -1.379
O -0.447 -0.960 -1.463
H 0.026 0.810 2.572
H 0.253 -0.944 -2.217
*
```

Summary:
calculated total energy	-378.35237	a.u.
energy above the lowest of the compared OMol25 structures with the same formula, charge and spin	38.82	kcal/mol
M	90.03	g/mol
frontier orbital gap	0.376	Ha
SMILES	O=C(O)C(=O)O
largest force on an atom	5.473	eV/A



Entry 2:
Below is 2 unconnected molecules or ions with the total composition CH4N2O in a non-equilibrium geometry, with properties calculated with ωB97M-V/def2-TZVPD.

```
! wB97M-V def2-TZVPD RIJCOSX def2/J DEFGRID3
* xyz 0 1
H -1.049 1.102 -0.218
N -1.899 0.600 0.135
N -1.818 -0.633 -0.007
H -0.912 -0.863 -0.446
C 2.275 0.021 0.135
O 1.103 -0.015 -0.180
H 2.582 -0.477 1.021
H 2.918 0.465 -0.627
*
```

Summary:
calculated total energy	-225.15207	a.u.
energy above the lowest of the compared OMol25 structures with the same formula, charge and spin	87.81	kcal/mol
M	60.06	g/mol
frontier orbital gap	0.341	Ha
SMILES	[H]/N=N\[H].C=O
largest force on an atom	2.898	eV/A



Entry 3:
Below is 2 unconnected molecules or ions with the total composition C4H12S2 in a non-equilibrium geometry, with properties calculated with ωB97M-V/def2-TZVPD.

```
! wB97M-V def2-TZVPD RIJCOSX def2/J DEFGRID3
* xyz 0 1
C -1.478 0.180 2.553
C -1.419 -1.157 1.769
S -1.969 -0.897 0.039
H -2.554 0.373 2.503
H -0.890 0.917 1.978
H -1.051 0.142 3.622
H -0.431 -1.526 1.817
H -2.067 -1.879 2.312
H -1.991 0.460 -0.057
C 2.049 -0.195 -2.609
C 1.062 0.829 -1.838
S 1.749 1.314 -0.162
H 1.693 -1.149 -2.357
H 2.918 0.033 -2.183
H 2.167 0.089 -3.729
H 1.098 1.833 -2.291
H 0.021 0.415 -1.850
H 1.092 0.218 0.484
*
```

Summary:
calculated total energy	-955.91565	a.u.
energy above the lowest of the compared OMol25 structures with the same formula, charge and spin	30.62	kcal/mol
M	124.27	g/mol
frontier orbital gap	0.363	Ha
SMILES	CCS.CCS
largest force on an atom	5.244	eV/A



Entry 4:
Below is a single C13H11BrN4O3S molecule in a non-equilibrium geometry, with properties calculated with ωB97M-V/def2-TZVPD.

```
! wB97M-V def2-TZVPD RIJCOSX def2/J DEFGRID3
* xyz 0 1
O 1.507 1.830 2.390
S 0.671 0.674 1.914
O 0.138 -0.190 3.007
N -0.663 1.212 0.903
N -1.786 0.370 0.452
C -3.066 0.856 0.346
C -4.025 0.002 -0.229
C -5.234 0.581 -0.434
C -5.508 1.931 -0.312
Br -7.270 2.482 -0.774
C -4.523 2.783 0.143
C -3.292 2.223 0.440
C 1.484 -0.490 0.711
C 0.985 -1.182 -0.414
C 1.874 -1.846 -1.275
C 3.244 -1.776 -1.051
N 4.324 -2.169 -1.765
C 5.404 -1.748 -0.923
O 6.819 -1.988 -1.089
N 5.080 -1.062 0.120
C 3.707 -1.030 0.023
C 2.826 -0.514 0.966
H -0.237 1.763 0.193
H -1.719 -0.569 0.803
H -3.838 -1.014 -0.466
H -5.986 -0.057 -0.830
H -4.665 3.835 0.086
H -2.565 2.916 0.724
H -0.160 -1.285 -0.409
H 1.484 -2.236 -2.146
H 4.524 -2.539 -2.694
H 7.221 -1.650 -0.262
H 3.244 -0.116 1.853
*
```

Summary:
calculated total energy	-3918.82476	a.u.
energy above the lowest of the compared OMol25 structures with the same formula, charge and spin	8.84	kcal/mol
M	383.23	g/mol
frontier orbital gap	0.312	Ha
SMILES	O=S(=O)(NNc1ccc(Br)cc1)c1ccc2[nH]c(O)nc2c1
largest force on an atom	4.516	eV/A